This record from OMol25 describes a molecular structure, C4H17NO3PSr in a non-equilibrium geometry. The level of theory is ωB97M-V with the def2-TZVPD basis set.

Structure (XYZ):
```
27
Properties=species:S:1:pos:R:3:mulliken_charge:R:1
C 0.92 1.28 -4.02 -1.10
Sr -2.08 0.30 -0.40 -0.51
N -1.49 2.75 0.28 -0.41
H 0.64 2.97 -2.86 0.76
H -2.34 3.20 0.62 0.23
H 0.88 2.51 -3.71 -0.72
H 1.16 1.29 -5.09 0.44
H -0.09 0.99 -3.76 -0.03
H 1.70 0.77 -3.45 0.08
H -0.91 2.67 1.11 0.23
H -1.04 3.43 -0.32 0.26
C 2.03 -1.62 2.84 -1.03
O 0.86 -1.38 2.04 0.11
P 0.52 -0.01 1.17 0.15
O 0.15 -0.68 -0.36 -0.13
C 0.50 -2.07 -0.76 -0.56
O -1.06 0.15 1.61 -0.64
C -2.06 -0.89 2.05 -0.18
H 1.75 -2.41 3.55 0.28
H 2.31 -0.71 3.40 0.34
H 2.86 -1.95 2.21 0.33
H 0.79 -2.03 -1.81 0.26
H 1.33 -2.44 -0.16 0.18
H -0.38 -2.71 -0.65 0.20
H -2.90 -1.10 1.32 0.12
H -1.53 -1.83 2.20 0.17
H -2.51 -0.49 2.96 0.17
```

## Properties
frontier orbital gap (spin up / spin down): 3.49 / 2.63 eV
lowest unoccupied orbital energy (spin up / spin down): 0.094 / 0.082 Eh
total charge: -1
HOMO energy (spin up / spin down): -0.95 / -0.41 eV

***

This record from OMol25 describes a molecular structure, C18H23N4OS2Sn. The level of theory is ωB97M-V with the def2-TZVPD basis set.

Structure (XYZ):
```
49
Properties=species:S:1:pos:R:3:mulliken_charge:R:1
Sn -0.32 -0.11 -1.61 0.70
C 3.22 5.39 -0.35 -0.86
C 2.85 4.57 -1.57 -0.46
N 2.86 3.11 -1.27 -0.01
C 1.88 2.38 -0.86 0.29
S 1.94 0.75 -0.38 -0.17
N 0.59 3.07 -0.87 -0.90
N -0.12 2.88 0.06 0.84
C -0.93 2.80 1.03 0.38
C -0.85 3.89 2.07 -1.54
C -1.91 1.70 1.09 0.98
C -2.94 1.81 2.01 -0.47
C -3.92 0.81 2.06 -0.53
C -3.82 -0.25 1.19 -0.85
C -2.74 -0.29 0.31 0.11
N -1.80 0.65 0.25 -0.01
H 3.20 6.45 -0.62 0.35
H 4.23 5.16 0.00 0.34
H 2.52 5.24 0.47 0.20
H 3.56 4.71 -2.38 0.38
H 1.85 4.82 -1.94 0.33
H 3.76 2.65 -1.33 0.28
H -0.02 4.57 1.87 0.29
H -0.72 3.44 3.05 0.44
H -1.77 4.47 2.05 0.45
H -3.01 2.65 2.68 0.38
H -4.73 0.89 2.77 0.48
H -4.55 -1.05 1.18 0.43
H -2.64 -1.14 -0.37 0.46
C 5.62 -2.57 2.77 -1.45
C 4.41 -2.67 1.89 0.76
C 3.12 -2.50 2.42 -0.93
C 2.00 -2.65 1.64 -0.26
C 2.16 -2.95 0.28 0.66
C 3.43 -3.10 -0.28 -0.41
C 4.54 -2.96 0.53 -0.67
S 0.82 -3.24 -0.79 0.31
C -0.20 -4.39 0.11 -1.09
O -0.08 -1.94 -0.75 -0.15
H 5.38 -2.17 3.75 0.38
H 6.39 -1.96 2.30 0.39
H 6.05 -3.57 2.91 0.35
H 3.01 -2.28 3.48 0.38
H 1.01 -2.54 2.07 0.28
H 3.54 -3.36 -1.32 0.46
H 5.53 -3.10 0.11 0.45
H -0.45 -3.98 1.09 0.35
H 0.37 -5.31 0.20 0.44
H -1.09 -4.57 -0.49 0.44
```

## Properties
frontier orbital gap: 5.68 eV
lowest unoccupied orbital energy: -0.419 Eh
total charge: +3
HOMO energy: -17.09 eV

***

This record from OMol25 describes a gas-phase ion, C5H7I2N2 (charge +1). The level of theory is ωB97M-V with the def2-TZVPD basis set.

Structure (XYZ):
```
16
Properties=species:S:1:pos:R:3:mulliken_charge:R:1
C -0.58 -1.22 1.83 -0.64
C 0.19 -0.13 1.82 -0.24
C -0.14 1.06 1.07 0.19
I 0.55 2.90 1.80 0.32
N -0.89 1.06 0.04 -0.24
C -1.19 0.47 -1.05 -0.03
N -0.32 -0.16 -1.83 -0.10
C 1.04 -0.38 -1.45 -0.81
I 2.29 1.40 -1.74 0.14
H -0.32 -2.08 2.44 0.31
H -1.50 -1.29 1.28 0.25
H 1.07 -0.06 2.45 0.38
H -2.21 0.57 -1.41 0.42
H -0.57 -0.34 -2.79 0.28
H 1.11 -0.66 -0.40 0.28
H 1.48 -1.15 -2.07 0.48
```

## Properties
frontier orbital gap: 7.96 eV
SMILES: C=C/C(I)=N\C=[NH+]/CI
lowest unoccupied orbital energy: -0.188 Eh
total charge: +1
HOMO energy: -13.08 eV

***

This record from OMol25 describes a molecular structure, C19H19BrIIrN5O5S in a non-equilibrium geometry. The level of theory is ωB97M-V with the def2-TZVPD basis set.

Structure (XYZ):
```
52
Properties=species:S:1:pos:R:3:mulliken_charge:R:1
Ir -0.60 -0.50 0.96 1.76
C -2.37 -5.30 -0.88 -1.20
C -2.39 -4.63 0.43 0.97
N -2.67 -5.17 1.57 -0.73
N -2.60 -4.20 2.49 0.22
C -2.25 -3.02 1.94 0.32
S -2.09 -1.54 2.71 -0.45
N -2.13 -3.28 0.61 0.49
N -1.76 -2.31 -0.30 -1.01
H -2.65 -6.34 -0.74 0.36
H -1.37 -5.27 -1.32 0.31
H -3.06 -4.83 -1.57 0.32
H -2.78 -4.39 3.47 0.19
H -0.94 -2.56 -0.88 0.36
H -2.53 -2.03 -0.91 0.26
Br 1.24 0.16 -7.20 -0.18
C 0.85 0.92 -5.49 -0.04
C 0.80 2.30 -5.36 -0.37
C 0.51 2.85 -4.12 -0.60
C 0.27 2.02 -3.04 -0.55
C 0.32 0.64 -3.18 0.42
C 0.62 0.08 -4.41 -0.45
C 0.01 -0.24 -2.00 0.74
O 0.37 -1.43 -1.98 -0.90
O -0.64 0.34 -1.09 -0.87
H 0.98 2.93 -6.21 0.42
H 0.46 3.92 -4.01 0.42
H 0.02 2.43 -2.07 0.55
H 0.67 -1.00 -4.52 0.50
N 2.66 -1.99 -0.40 -0.18
C 2.07 -1.97 0.79 0.44
O 0.85 -2.22 0.90 -0.68
C 2.89 -1.66 2.00 -0.78
I 2.70 -3.32 3.36 0.10
H 2.05 -2.07 -1.21 0.32
H 3.64 -1.79 -0.53 0.21
H 2.45 -0.80 2.52 0.08
H 3.94 -1.50 1.80 0.49
O 0.71 0.99 2.04 -0.64
C -0.20 1.88 1.98 0.98
O -1.33 1.57 1.53 -0.68
C 0.06 3.26 2.43 0.44
C 1.04 3.51 3.39 -0.35
C 1.22 4.80 3.84 -0.59
C 0.47 5.84 3.31 -0.39
C -0.50 5.59 2.34 -0.62
C -0.71 4.30 1.91 -0.43
H 1.62 2.69 3.78 0.40
H 1.95 5.01 4.60 0.41
H 0.64 6.85 3.65 0.40
H -1.08 6.41 1.94 0.41
H -1.46 4.07 1.16 0.42
```

## Properties
frontier orbital gap (spin up / spin down): 8.42 / 5.50 eV
⟨S²⟩: 6.010
lowest unoccupied orbital energy (spin up / spin down): -0.100 / -0.208 Eh
total charge: +1
HOMO energy (spin up / spin down): -11.15 / -11.17 eV
spin multiplicity: 5

***

This record from OMol25 describes 11 unconnected molecules or ions with the total composition C47H111ClF3N2O14S in a non-equilibrium geometry. The level of theory is ωB97M-V with the def2-TZVPD basis set.

Structure (XYZ):
```
179
Properties=species:S:1:pos:R:3:mulliken_charge:R:1
C 1.70 -2.11 1.94 -0.09
C 3.16 -2.25 2.55 -0.30
C 4.32 -2.41 1.47 0.50
C 3.93 -3.26 0.19 -0.52
C 3.81 -2.40 -1.15 -0.43
C 5.06 -1.47 -1.44 -0.88
C 4.56 0.01 -1.77 -0.98
C 4.58 0.99 -0.52 -0.58
C 3.12 1.27 0.03 0.08
C 2.85 2.82 0.37 -1.23
C 2.21 3.53 -0.89 0.43
C 3.14 4.58 -1.67 -1.11
N 4.45 4.13 -2.15 -0.44
C 2.05 5.13 -2.71 -0.17
S 2.37 5.07 -4.51 1.27
O 1.35 5.85 -5.25 -0.60
O 3.70 5.66 -4.78 -0.63
C 2.40 3.35 -5.21 0.68
F 1.17 2.73 -5.15 -0.20
F 2.74 3.45 -6.54 -0.20
F 3.33 2.52 -4.63 -0.22
C 0.60 4.67 -2.17 -0.51
C -0.64 5.62 -2.44 0.03
C -1.61 4.97 -3.53 0.18
O -2.29 4.02 -3.19 -0.41
Cl -1.78 5.60 -5.20 -0.13
N 0.96 4.35 -0.74 0.16
C -0.11 3.92 0.21 -1.42
C -1.04 2.74 -0.35 0.00
C -1.42 1.76 0.86 -0.69
C -0.72 0.35 0.60 0.09
C -1.77 -0.79 1.01 0.02
C -1.63 -1.95 -0.06 -0.96
C -2.34 -1.63 -1.44 -0.29
C -3.84 -1.14 -1.29 -0.22
C -4.46 -0.85 -2.73 -0.46
O -4.47 0.58 -3.01 -0.07
C -5.10 0.80 -4.29 -0.73
H 1.20 -1.25 2.47 0.05
H 1.67 -1.92 0.83 -0.33
H 1.11 -3.04 2.22 0.46
H 3.37 -1.27 3.09 -0.20
H 3.25 -3.06 3.33 0.36
H 5.16 -2.97 1.99 -0.31
H 4.72 -1.38 1.24 -0.20
H 4.76 -4.01 0.02 0.17
H 2.98 -3.85 0.30 0.50
H 3.75 -3.15 -2.00 0.36
H 2.84 -1.81 -1.19 -0.05
H 5.83 -1.47 -0.61 0.39
H 5.59 -1.85 -2.37 0.42
H 5.26 0.44 -2.54 0.38
H 3.55 -0.05 -2.27 0.36
H 5.21 0.57 0.32 0.58
H 5.12 1.94 -0.83 0.37
H 2.31 0.84 -0.62 0.01
H 3.03 0.74 1.03 -0.01
H 2.21 2.83 1.30 0.33
H 3.85 3.26 0.68 0.54
H 1.86 2.69 -1.56 0.24
H 3.34 5.49 -1.02 0.32
H 4.42 3.17 -2.51 0.14
H 5.03 4.06 -1.30 0.54
H 2.03 6.25 -2.53 0.47
H 0.31 3.71 -2.68 0.38
H -1.30 5.78 -1.53 -0.21
H -0.33 6.66 -2.77 0.53
H 1.29 5.25 -0.34 0.53
H -0.81 4.81 0.33 0.21
H 0.26 3.69 1.24 0.74
H -2.02 3.19 -0.70 0.30
H -0.56 2.22 -1.22 0.34
H -2.54 1.70 0.92 0.19
H -1.06 2.15 1.86 0.53
H 0.20 0.31 1.26 -0.43
H -0.40 0.20 -0.47 0.15
H -1.49 -1.11 2.06 0.34
H -2.83 -0.41 1.06 -0.03
H -2.11 -2.88 0.40 0.48
H -0.54 -2.18 -0.25 0.04
H -1.75 -0.89 -2.05 0.14
H -2.38 -2.60 -2.03 0.31
H -3.94 -0.20 -0.69 -0.03
H -4.49 -1.95 -0.84 0.30
H -5.54 -1.19 -2.70 0.40
H -3.87 -1.33 -3.56 0.06
H -6.16 0.40 -4.30 0.29
H -5.18 1.92 -4.44 0.18
H -4.45 0.40 -5.11 0.28
C -4.34 8.01 -0.77 -0.71
C -3.06 8.10 0.03 -0.21
O -1.99 8.59 -0.78 -0.49
H -4.21 7.35 -1.64 0.21
H -5.16 7.63 -0.16 0.06
H -4.62 8.99 -1.16 0.37
H -2.77 7.11 0.40 0.15
H -3.18 8.76 0.89 0.37
H -2.24 9.47 -1.09 0.29
C -5.26 1.47 4.43 -1.06
C -4.03 0.82 3.82 0.40
O -4.38 0.14 2.62 -0.44
H -6.02 0.72 4.64 0.30
H -5.01 2.00 5.35 0.38
H -5.71 2.19 3.73 0.17
H -3.60 0.09 4.51 -0.07
H -3.27 1.57 3.59 0.05
H -4.75 0.79 2.01 0.24
C 4.74 0.87 5.81 -0.95
C 3.32 1.37 5.96 -0.29
O 2.40 0.43 5.41 -0.43
H 4.99 0.70 4.76 0.17
H 5.46 1.58 6.23 0.38
H 4.87 -0.09 6.33 0.32
H 3.20 2.31 5.42 0.26
H 3.07 1.53 7.01 0.26
H 2.51 -0.40 5.89 0.26
C 5.32 -7.44 -2.20 -1.14
C 5.82 -7.23 -0.79 -0.19
O 4.94 -6.37 -0.07 -0.42
H 5.23 -6.48 -2.72 0.31
H 5.99 -8.09 -2.76 0.34
H 4.32 -7.88 -2.19 0.25
H 6.81 -6.76 -0.80 0.37
H 5.90 -8.18 -0.26 0.22
H 4.07 -6.80 -0.05 0.24
C 7.33 -5.83 3.93 -0.94
C 6.58 -4.59 4.36 -0.21
O 5.18 -4.78 4.20 -0.44
H 7.11 -6.07 2.89 0.17
H 8.41 -5.70 4.05 0.33
H 7.02 -6.70 4.53 0.32
H 6.87 -3.74 3.75 0.25
H 6.78 -4.36 5.41 0.31
H 4.92 -5.53 4.75 0.25
C -2.65 -4.73 -6.38 -1.24
C -3.07 -3.62 -5.44 -0.11
O -2.07 -3.38 -4.46 -0.43
H -2.47 -5.65 -5.82 0.30
H -3.42 -4.92 -7.13 0.36
H -1.72 -4.48 -6.89 0.35
H -3.99 -3.88 -4.92 0.28
H -3.25 -2.69 -6.00 0.24
H -1.26 -3.14 -4.93 0.25
C -7.10 4.23 -2.09 -0.61
C -7.93 2.99 -2.33 -0.19
O -9.29 3.22 -1.98 -0.54
H -7.16 4.53 -1.04 0.04
H -6.05 4.06 -2.35 0.13
H -7.48 5.07 -2.68 0.42
H -7.56 2.16 -1.72 0.21
H -7.88 2.69 -3.38 0.24
H -9.61 3.95 -2.53 0.31
C -7.75 6.44 1.47 -1.03
C -7.41 5.02 1.87 -0.10
O -7.12 4.95 3.27 -0.55
H -6.92 7.11 1.71 0.23
H -7.96 6.50 0.40 0.28
H -8.62 6.80 2.03 0.40
H -6.53 4.67 1.33 0.16
H -8.24 4.34 1.65 0.29
H -7.90 5.24 3.74 0.31
C 2.93 -11.68 -1.51 -1.06
C 4.35 -11.14 -1.53 -0.28
O 4.42 -9.92 -0.80 -0.40
H 2.24 -10.96 -1.95 0.28
H 2.86 -12.62 -2.07 0.34
H 2.60 -11.86 -0.49 0.32
H 4.67 -10.95 -2.55 0.28
H 5.04 -11.86 -1.08 0.27
H 4.15 -10.10 0.10 0.24
C -2.67 -3.00 5.92 -0.53
C -1.38 -2.89 6.71 -0.28
O -0.32 -2.42 5.88 -0.42
H -2.54 -3.68 5.07 0.25
H -3.48 -3.37 6.55 0.38
H -2.95 -2.03 5.51 -0.15
H -1.08 -3.87 7.10 0.30
H -1.50 -2.21 7.55 0.26
H -0.58 -1.55 5.54 0.23
```

## Properties
frontier orbital gap: 8.47 eV
lowest unoccupied orbital energy: -0.099 Eh
total charge: +1
HOMO energy: -11.15 eV

***

This record from OMol25 describes a single C5H12O2 molecule. The level of theory is ωB97M-V with the def2-TZVPD basis set.

Structure (XYZ):
```
19
Properties=species:S:1:pos:R:3:mulliken_charge:R:1
C 2.26 0.09 1.43 -1.19
C 0.89 0.67 1.04 -0.52
C 0.35 0.04 -0.25 -0.17
O 0.54 -1.36 -0.28 -0.62
C -1.15 0.31 -0.46 0.25
C -1.60 -0.14 -1.84 -1.34
O -1.80 -0.43 0.57 -0.56
H 2.21 -1.00 1.37 0.30
H 3.04 0.43 0.74 0.30
H 2.56 0.38 2.44 0.37
H 0.17 0.50 1.85 0.31
H 0.97 1.76 0.90 0.31
H 0.90 0.43 -1.11 0.45
H -0.14 -1.71 0.33 0.44
H -1.36 1.38 -0.32 0.25
H -1.31 -1.18 -1.99 0.34
H -2.69 -0.06 -1.96 0.40
H -1.14 0.47 -2.62 0.35
H -2.72 -0.59 0.31 0.33
```

## Properties
frontier orbital gap: 10.91 eV
SMILES: CC[C@@H](O)[C@@H](C)O
lowest unoccupied orbital energy: 0.030 Eh
total charge: 0
HOMO energy: -10.09 eV

***

This record from OMol25 describes a molecular structure, C15H22N3O5SeTi in a non-equilibrium geometry. The level of theory is ωB97M-V with the def2-TZVPD basis set.

Structure (XYZ):
```
47
Properties=species:S:1:pos:R:3:mulliken_charge:R:1
Ti -0.66 0.64 1.27 0.19
C 0.95 -1.57 -0.46 -0.74
C 1.91 -0.42 -0.20 -0.75
O 1.12 0.78 -0.14 0.09
C 1.85 2.01 0.06 -0.61
C 1.51 2.56 1.43 -0.46
O 0.06 2.55 1.46 -0.30
C -0.68 2.18 2.64 -0.52
C -2.14 -0.28 2.43 -0.54
O -2.67 -0.78 1.19 -0.38
C -2.43 -2.14 0.88 -0.78
C -0.94 -2.45 0.77 -0.45
O -0.34 -1.32 0.12 0.06
H 1.38 -2.49 -0.05 0.49
H 0.80 -1.72 -1.54 0.35
H 2.63 -0.34 -1.01 0.54
H 2.43 -0.54 0.75 0.46
H 1.53 2.69 -0.73 0.34
H 2.92 1.84 -0.04 0.46
H 1.86 3.58 1.56 0.46
H 1.89 1.92 2.23 0.28
H -1.50 2.87 2.77 0.31
H -0.05 2.07 3.52 0.41
H -2.92 0.33 2.89 0.31
H -1.84 -1.08 3.11 0.42
H -2.92 -2.31 -0.08 0.38
H -2.88 -2.79 1.63 0.37
H -0.80 -3.34 0.16 0.55
H -0.46 -2.59 1.74 0.27
Se 1.65 -2.22 4.39 -0.08
C 1.13 -1.04 3.23 0.13
N 0.75 -0.26 2.42 -0.57
N -5.37 4.01 -2.99 -0.30
C -4.36 3.16 -3.32 0.21
O -4.10 2.84 -4.46 -0.59
C -3.54 2.59 -2.18 1.05
C -3.85 2.71 -0.83 -0.91
C -3.02 2.13 0.10 -0.46
N -1.92 1.45 -0.24 0.32
C -1.63 1.31 -1.55 -0.39
C -2.42 1.86 -2.54 -0.77
H -5.91 4.40 -3.74 0.25
H -5.54 4.33 -2.06 0.15
H -4.73 3.23 -0.47 0.29
H -3.23 2.20 1.16 0.42
H -0.75 0.74 -1.78 0.57
H -2.17 1.74 -3.58 0.53
```

## Properties
frontier orbital gap: 7.17 eV
lowest unoccupied orbital energy: -0.135 Eh
total charge: +1
HOMO energy: -10.85 eV

***

This record from OMol25 describes a gas-phase ion, C9H23N5 (charge +2) in a non-equilibrium geometry. The level of theory is ωB97M-V with the def2-TZVPD basis set.

Structure (XYZ):
```
37
Properties=species:S:1:pos:R:3:mulliken_charge:R:1
C 1.82 0.82 -1.78 -1.15
C 1.51 1.00 -0.31 -0.62
C 2.39 0.00 0.72 0.18
C 2.41 -1.52 0.51 -1.62
N 3.71 0.62 0.34 -0.16
N 0.14 0.74 0.09 0.40
C -0.61 1.65 0.99 -1.27
C -0.48 -0.39 -0.38 -1.10
N -1.81 0.06 -1.06 -0.03
C -2.97 -0.76 -1.48 -0.57
C -3.71 -1.09 -0.20 -0.58
N -2.86 -1.55 0.85 -0.37
C -2.43 -0.98 1.84 0.57
N -2.02 -0.65 2.91 -0.42
H 1.30 1.57 -2.47 0.39
H 1.37 -0.07 -2.22 0.34
H 2.89 1.00 -2.22 0.36
H 1.74 1.91 0.19 0.54
H 1.96 0.17 1.66 0.43
H 2.63 -1.76 -0.58 0.40
H 1.57 -2.25 0.74 0.29
H 3.19 -1.81 1.09 0.56
H 4.00 1.30 1.10 0.40
H 3.53 1.12 -0.50 0.22
H 4.47 -0.16 0.21 0.42
H -1.61 1.31 1.12 0.50
H -0.21 1.77 2.10 0.23
H -0.69 2.58 0.47 0.44
H 0.19 -0.84 -1.22 0.41
H -0.64 -1.00 0.45 0.24
H -1.46 0.54 -1.89 0.44
H -2.19 0.79 -0.38 0.39
H -2.58 -1.55 -2.05 0.43
H -3.56 -0.12 -2.22 0.34
H -4.25 -0.15 0.11 0.37
H -4.41 -2.05 -0.28 0.32
H -2.33 -0.29 3.78 0.28
```

## Properties
frontier orbital gap: 9.74 eV
SMILES: C[C@H]([C@@H](C)[NH3+])N(C)C[NH2+]CCN=C=N
lowest unoccupied orbital energy: -0.216 Eh
total charge: +2
HOMO energy: -15.61 eV

***

This record from OMol25 describes a molecular structure, C5H5FFeLiO4 in a non-equilibrium geometry. The level of theory is ωB97M-V with the def2-TZVPD basis set.

Structure (XYZ):
```
17
Properties=species:S:1:pos:R:3:mulliken_charge:R:1
H -0.42 -1.02 1.14 0.29
O -1.11 0.08 -0.53 -0.15
O -3.17 -0.47 -0.09 -0.23
O -2.72 1.59 -0.97 -0.40
C -1.05 -1.10 0.25 -0.24
C -2.36 -1.53 0.29 -0.13
C -2.42 0.52 -0.56 0.65
H -2.83 -2.34 0.83 0.40
C 2.22 1.54 0.47 -0.33
C 2.01 0.09 0.35 0.02
O 1.80 -0.07 -1.03 -0.70
Li 2.73 -1.31 -1.99 0.90
Fe 0.35 1.02 -1.52 1.15
F 1.08 2.18 -0.02 -0.25
H 2.61 2.05 1.35 0.42
H 1.68 -1.20 0.66 0.34
H 1.59 -0.03 1.38 0.26
```

## Properties
frontier orbital gap (spin up / spin down): 6.93 / 8.04 eV
⟨S²⟩: 8.803
lowest unoccupied orbital energy (spin up / spin down): -0.326 / -0.338 Eh
total charge: +2
HOMO energy (spin up / spin down): -15.81 / -17.25 eV
spin multiplicity: 6

***

This record from OMol25 describes 2 unconnected molecules or ions with the total composition C6H15NO in a non-equilibrium geometry. The level of theory is ωB97M-V with the def2-TZVPD basis set.

Structure (XYZ):
```
23
Properties=species:S:1:pos:R:3:mulliken_charge:R:1
C 2.59 -1.04 -0.47 -1.51
C 1.16 -0.53 -0.60 1.01
C 0.35 -1.36 -1.60 -1.27
N 1.17 0.82 -1.18 -0.77
H 3.09 -0.97 -1.43 0.37
H 3.14 -0.45 0.26 0.40
H 2.58 -2.08 -0.15 0.36
H 0.67 -0.54 0.39 0.02
H -0.44 -0.60 -1.90 0.26
H 0.94 -1.64 -2.46 0.39
H -0.05 -2.26 -1.11 0.31
H 0.25 1.25 -1.15 0.17
H 1.78 1.43 -0.64 0.28
C -1.16 2.60 0.74 -0.78
C -1.72 1.41 0.84 0.01
O -1.42 0.55 1.84 -0.36
C -2.06 -0.71 1.79 -0.67
H -1.36 3.24 -0.11 0.32
H -0.45 2.95 1.47 0.28
H -2.39 1.02 0.07 0.32
H -3.15 -0.60 1.89 0.35
H -1.83 -1.23 0.86 0.28
H -1.69 -1.28 2.64 0.23
```

## Properties
frontier orbital gap: 9.78 eV
SMILES: CC(C)N.C=COC
lowest unoccupied orbital energy: 0.035 Eh
total charge: 0
HOMO energy: -8.82 eV